1.
111
Properties=species:S:1:pos:R:3 method="wB97M-V/def2-TZVPD" total_charge=+1 e_tot_ev=-88766.9541
O 2.19 -0.87 -5.16
O -1.93 -1.16 3.30
O 10.25 -0.07 -6.65
O -14.70 2.49 5.44
O 11.10 -1.09 -4.82
O 0.92 -4.27 -3.17
O 3.18 -0.79 -0.26
O -2.08 1.60 6.23
O -3.62 -2.49 2.60
O 2.79 -1.70 -7.17
O 2.22 -5.31 -1.63
O 0.67 -6.47 -2.78
O -6.96 2.27 5.30
O -6.96 1.38 3.24
O -12.73 2.47 4.34
O 4.13 -1.94 1.42
O 3.37 2.00 -5.58
O -3.84 1.77 7.64
O 12.44 -0.58 -6.56
O 3.17 0.06 1.83
O -2.26 3.36 7.64
O -8.27 3.17 3.69
O -1.65 -2.48 1.50
O -13.00 3.81 6.12
N 7.35 -0.23 -5.62
C -5.74 -0.69 3.60
C -11.61 3.36 4.37
C -3.34 3.85 8.43
C -5.87 0.78 3.95
C 1.36 -5.35 -2.45
C 10.88 0.60 -7.75
C 5.12 -0.37 -4.61
C 0.03 0.25 3.18
C -2.83 4.62 9.63
C 11.26 -0.63 -5.90
C 12.16 -0.18 -7.91
C -11.01 5.20 5.98
C 1.51 0.39 -5.38
C -13.59 2.89 5.31
C 0.06 -4.78 -4.20
C -7.47 2.35 4.04
C -0.54 -1.59 1.54
C 6.93 -0.67 -6.85
C -0.54 -1.13 2.98
C 2.38 1.50 -6.07
C -6.26 1.03 5.38
C -2.51 -2.09 2.48
C -1.03 -3.79 -4.53
C 3.91 -1.86 -0.85
C 3.12 -1.16 -6.15
C 4.63 -0.85 -5.93
C -2.67 2.19 7.08
C 5.53 -1.01 -7.08
C -4.08 2.59 8.78
C 3.47 -0.80 1.07
C 13.30 0.63 -8.48
C -11.60 3.82 5.79
C 6.54 -0.07 -4.53
C -0.44 -6.06 -3.58
C 3.16 -2.44 -2.03
C 4.06 -2.82 0.30
H 10.25 0.56 -8.63
H -1.77 -4.23 -5.20
H 4.89 -1.48 -1.18
H -3.67 2.08 9.66
H -6.70 -1.20 3.69
H 3.12 -1.72 -2.85
H -2.35 5.55 9.30
H -0.03 -1.85 3.62
H 0.56 0.29 -5.98
H -5.39 1.12 6.03
H -5.01 -1.18 4.24
H 4.96 -3.43 0.22
H -6.93 0.27 5.79
H 2.09 1.89 -7.10
H -11.78 4.16 3.65
H 13.03 1.06 -9.45
H -11.00 5.46 7.04
H -3.64 4.87 10.31
H 3.64 -3.35 -2.40
H -0.58 1.01 2.68
H -3.95 4.51 7.79
H 13.59 1.43 -7.80
H -5.42 -0.80 2.56
H -4.95 1.31 3.68
H -5.14 2.76 8.93
H 2.13 -2.66 -1.77
H 11.04 1.65 -7.47
H -0.60 -2.90 -5.01
H -1.31 -5.92 -2.93
H 6.92 0.32 -3.56
H -0.71 -0.78 0.83
H 14.18 0.00 -8.62
H 12.00 -1.08 -8.51
H -9.99 5.25 5.60
H 7.63 -0.77 -7.71
H -1.53 -3.44 -3.62
H -11.10 3.10 6.45
H 3.20 -3.48 0.43
H 8.36 0.02 -5.53
H 0.68 -4.98 -5.08
H 4.40 -0.25 -3.77
H 1.24 0.78 -4.36
H -10.70 2.83 4.10
H 5.13 -1.34 -8.07
H -11.62 5.96 5.48
H -2.08 4.05 10.17
H 1.05 0.32 2.79
H 0.39 -2.10 1.27
H 0.04 0.51 4.24
H -0.67 -6.81 -4.33



2.
203
Properties=species:S:1:pos:R:3 method="wB97M-V/def2-TZVPD" total_charge=0 relative_energy_kcal_mol=24.1 e_tot_ev=-109863.4218
O -6.05 2.46 -3.72
O 1.93 -2.33 -1.18
O -3.55 1.51 1.18
O 1.37 -5.56 2.39
O 5.83 4.41 -2.15
O 0.39 -3.90 -5.22
O -1.49 5.85 1.46
O 0.40 -0.15 -0.32
O -2.37 0.49 -4.83
O -4.19 -1.15 0.35
O -4.21 1.33 3.94
O 0.91 -2.18 6.76
O -2.05 -3.47 -4.43
O 4.16 -0.31 -5.01
O 4.02 4.20 1.89
O -5.22 0.89 -1.49
O 3.71 -1.53 3.12
O 0.33 3.99 -2.11
O 1.52 0.27 -5.84
O -4.55 -1.41 5.39
O -3.28 -2.51 -1.98
O -3.18 -4.52 2.82
O -5.54 -0.81 2.59
O -1.28 -0.49 -2.61
O 1.54 1.86 3.68
N 3.26 3.88 -1.27
N -0.37 0.43 5.47
N -0.45 -3.50 2.60
N 4.22 -1.79 0.43
N 1.11 4.83 2.36
N -0.82 -1.58 -6.32
C -0.41 -1.77 6.61
C 2.35 -6.51 2.71
C -3.70 -3.61 -2.80
C -2.73 5.77 0.82
C -3.68 -0.04 -4.73
C -0.65 1.25 4.33
C 0.71 -3.50 -6.54
C 5.07 -1.63 2.67
C 3.46 5.49 2.24
C 5.40 4.21 1.70
C -1.33 4.76 2.43
C 2.59 1.72 2.74
C 1.22 -3.38 7.36
C 3.29 0.44 -4.22
C -3.88 -5.02 1.71
C -5.36 2.32 -1.45
C -2.55 -4.35 -3.43
C -4.94 -0.09 5.85
C 2.24 5.33 3.08
C 1.79 0.07 -4.46
C -5.10 2.99 -2.76
C -1.57 0.59 -1.67
C 3.49 4.13 -2.61
C -4.06 1.02 5.27
C -2.93 -3.11 2.79
C 0.84 -3.32 1.92
C 0.73 3.45 -0.84
C -1.60 -2.81 2.04
C 2.15 2.96 -0.98
C 1.81 -4.25 2.53
C -0.98 0.15 -0.36
C -0.49 -2.76 -7.09
C 4.03 -1.28 -0.92
C 3.47 -1.69 4.49
C -0.10 4.88 3.19
C 5.16 -1.14 1.27
C 1.22 -4.94 -4.80
C 4.72 5.00 -2.86
C -1.91 0.69 -6.18
C 0.95 -3.24 -1.72
C 6.19 3.17 -2.62
C -0.85 4.67 -1.83
C -1.75 -0.61 -6.92
C 0.35 1.25 3.22
C 3.23 -2.26 -1.76
C -0.58 -0.96 5.27
H -0.70 2.28 4.68
H 0.56 0.60 5.80
H 4.62 5.98 -2.42
H -3.01 -5.27 -3.91
H 2.06 6.36 3.40
H -3.70 -1.14 -4.79
H 2.54 4.77 3.99
H -4.82 0.73 3.49
H 0.62 4.26 -0.10
H 5.02 -0.03 1.42
H 6.35 3.29 -3.68
H -1.15 -1.82 -5.38
H -0.71 -1.19 7.47
H -1.35 -3.39 -7.10
H -1.00 -2.70 6.53
H -5.54 2.27 -4.51
H -2.97 4.83 0.28
H 3.75 -3.18 -1.71
H 2.55 -6.57 3.82
H -3.80 -2.57 2.37
H 1.20 -2.32 2.14
H 2.37 -1.72 4.65
H -4.41 -0.53 -0.40
H -1.66 3.92 -1.58
H -0.05 -3.14 -1.28
H -5.28 4.07 -2.67
H 0.88 -0.41 -6.13
H -3.67 1.97 2.04
H 2.20 -4.56 -4.61
H -4.30 1.94 5.80
H -2.52 1.41 -6.72
H 3.33 -1.75 0.90
H -0.71 -4.46 2.58
H 0.73 -5.39 -3.93
H -0.01 1.67 2.29
H 3.76 -2.63 4.93
H -3.91 0.19 -3.72
H -2.22 4.61 3.02
H 5.30 -2.72 2.70
H 0.80 -3.43 8.41
H 0.75 -4.16 6.73
H -1.41 -1.77 1.89
H -1.06 0.99 0.31
H -1.58 -0.24 -3.49
H 3.61 3.25 -3.28
H 2.88 0.68 2.66
H 3.17 5.95 1.32
H 2.63 4.60 -3.06
H -1.12 5.20 -2.72
H 2.82 -4.11 2.08
H -1.56 -0.69 0.01
H 2.19 2.16 -1.75
H -1.59 -1.12 4.85
H -4.75 -0.07 6.92
H 4.96 5.00 -3.92
H -1.28 -3.87 -4.83
H -4.19 -6.03 1.92
H 1.68 -0.98 -4.24
H 1.53 -2.78 -6.60
H 0.02 2.66 -0.62
H 1.32 -4.26 -1.61
H -6.44 -1.13 2.49
H -2.77 -2.78 3.83
H 5.36 2.47 -2.59
H -5.10 -0.95 1.69
H -3.50 0.56 1.34
H 5.86 4.86 2.43
H -0.25 -2.36 -8.12
H -2.77 -1.09 -6.97
H -0.97 1.27 -6.14
H -6.39 2.47 -1.14
H 0.93 -3.02 -2.81
H 4.21 6.05 2.77
H 2.18 2.07 1.81
H 6.13 -1.25 0.85
H 5.05 -1.24 -1.39
H -4.34 0.44 -5.47
H 3.64 0.41 -3.17
H 5.70 4.66 0.70
H 3.69 -0.40 -5.89
H -0.17 4.08 3.96
H -3.94 -1.94 -0.15
H -4.88 -1.59 4.48
H 3.32 1.48 -4.57
H 5.80 3.20 1.63
H 1.33 3.90 2.04
H 2.29 -3.45 7.42
H 0.06 -1.45 4.53
H -2.64 0.74 -1.49
H 3.86 -0.85 5.12
H -1.63 1.00 3.95
H -4.37 -4.27 -2.20
H -2.76 6.65 0.22
H 0.75 -3.49 0.85
H -4.67 2.62 -0.64
H 4.12 3.55 -0.86
H -5.99 0.08 5.68
H 3.67 -0.21 -0.97
H -3.54 5.93 1.53
H -2.98 0.76 5.48
H 1.35 -5.70 -5.54
H -4.80 -4.48 1.55
H -4.07 2.88 -3.15
H 5.77 -1.03 3.33
H 3.34 -6.30 2.28
H -1.74 -3.22 0.96
H 1.92 -4.06 3.61
H -0.18 5.91 3.61
H 1.99 -7.41 2.21
H 3.12 -1.99 -2.84
H 1.19 0.66 -3.73
H -3.28 -5.00 0.78
H -1.06 1.47 -2.06
H 0.98 -4.31 -7.22
H 3.41 2.39 3.02
H -5.92 0.61 -2.08
H 7.10 2.83 -2.22
H -0.77 5.45 -1.05
H 0.65 -0.73 -1.02
H -1.43 -0.28 -7.92
H -4.25 -3.20 -3.64
H -2.61 -1.93 -2.39
H -1.73 -4.68 -2.73
H -1.33 3.81 1.80
H 2.38 2.43 -0.05
H 0.51 0.23 2.95



3.
72
Properties=species:S:1:pos:R:3 method="wB97M-V/def2-TZVPD" spin_multiplicity=7 total_charge=0 s_squared=12.609 relative_energy_kcal_mol=49.4 e_tot_ev=-130182.8943
Tb 0.02 0.93 -0.01
Cl 3.61 1.20 3.66
Cl 2.79 3.06 6.07
Cl -1.91 4.08 3.57
Cl 0.01 4.51 6.02
S -2.21 2.78 -1.31
O -1.41 -0.48 -1.03
O -0.68 2.67 -1.47
O 1.79 0.59 -1.49
O -0.85 -0.87 1.39
O -0.81 2.26 1.53
O -1.66 -2.66 -1.47
O 1.53 1.02 1.57
N 2.53 0.39 -3.61
N 4.01 0.73 -1.84
C 3.61 0.27 -4.57
C 0.47 -5.45 2.26
C 0.86 -4.84 1.08
C -5.29 -2.80 1.16
C -1.33 -3.87 2.45
C 2.75 0.57 -2.29
C -0.63 -4.96 2.95
C -1.55 -1.72 -0.71
C -0.94 -3.25 1.27
C -0.03 2.46 2.57
C 0.17 -3.75 0.59
C 2.08 2.00 3.68
C -4.94 -0.61 2.07
C 4.28 0.86 -0.41
C 4.81 1.08 -4.12
C 1.20 0.03 -4.09
C -3.93 -2.90 0.88
C -2.84 2.23 -2.87
C -1.60 -1.96 0.83
C 1.71 2.84 4.74
C -0.38 3.28 3.63
C -5.79 -1.66 1.77
C -3.07 -1.85 1.20
C -3.58 -0.70 1.79
C 1.23 1.79 2.60
C -2.48 4.54 -1.38
C 5.17 0.66 -2.71
C 0.49 3.48 4.72
H 5.94 1.32 -2.29
H -5.95 -3.62 0.91
H -3.54 -3.78 0.40
H -2.63 1.16 -2.91
H -2.19 -3.49 3.00
H 1.72 -5.22 0.53
H -0.95 -5.43 3.87
H -2.93 0.14 2.01
H -2.36 2.76 -3.69
H 1.01 -6.31 2.64
H 4.83 1.78 -0.23
H 3.89 -0.79 -4.70
H 0.49 -3.30 -0.34
H -6.85 -1.58 2.00
H 0.46 0.20 -3.32
H -3.55 4.74 -1.51
H 0.96 0.63 -4.96
H -5.32 0.29 2.54
H 4.55 2.14 -4.13
H -3.92 2.38 -2.89
H 5.65 0.93 -4.79
H 4.89 0.02 -0.07
H -0.77 -0.94 2.35
H 3.36 0.88 0.17
H -1.90 4.94 -2.21
H 5.59 -0.35 -2.70
H 1.17 -1.03 -4.37
H 3.24 0.62 -5.54
H -2.14 4.94 -0.43



4.
22
Properties=species:S:1:pos:R:3 method="wB97M-V/def2-TZVPD" total_charge=0 relative_energy_kcal_mol=59.8 smiles="C=C[C@H]1[C@H](C)C1(C)C" e_tot_ev=-8520.4858
C -0.64 -0.55 -0.05
C 2.02 -0.05 -0.37
C -0.62 0.78 -0.69
C -0.45 -1.73 -0.92
C 0.65 0.34 0.21
C 3.05 0.19 0.42
C -1.28 2.09 -0.41
C -1.39 -0.81 1.25
H -0.74 3.11 -0.51
H -2.35 -1.20 1.03
H 2.77 0.48 1.41
H -1.54 1.92 0.68
H -0.91 -1.57 1.92
H 0.71 0.62 1.29
H 0.27 -2.42 -0.48
H -2.23 2.23 -0.99
H -0.13 -1.34 -1.81
H -1.48 0.10 1.86
H -0.32 0.70 -1.71
H 4.10 0.07 0.23
H -1.44 -2.41 -1.01
H 1.94 -0.54 -1.35